C9H6NNiS4Sb | ωB97M-V with the def2-TZVPD basis set

The geometry in XYZ format:
```
22
Properties=species:S:1:pos:R:3:lowdin_charge:R:1
C -0.11569 0.20070 1.51262 -0.5137
C -1.22675 2.12361 -2.03663 -0.0611
C 0.56690 -0.98133 1.34122 -0.2457
H 0.60451 -1.04802 4.70011 0.0555
H 1.44285 -2.49947 2.69161 0.1032
S 2.93337 -1.43589 -1.08101 -0.0746
H -1.51721 2.62905 1.30136 0.1005
Ni 0.82155 -1.42035 -0.48985 -0.2255
C -0.53490 0.92495 -1.96538 -0.0844
N -0.21246 0.36731 -0.80423 0.0424
H -1.47423 2.55179 -2.99695 0.0994
H -0.22189 0.38217 -2.85086 0.1252
C -1.58533 2.74570 -0.84717 -0.0709
C 0.47913 -0.83045 3.65270 -0.4291
C -1.24952 2.16460 0.36154 -0.0271
Sb 1.97143 -3.41429 -2.23934 0.1025
S -0.22310 -3.25580 -1.08224 -0.0745
C -0.55417 0.95986 0.35417 -0.2701
S 1.66227 -2.87776 -4.42690 -0.4729
H -2.12647 3.68344 -0.86366 0.1032
C 0.90587 -1.56927 2.59058 -0.1755
S -0.34614 0.59945 3.17832 0.9931
```

- Charge: -1
- Highest occupied orbital energy (spin up / spin down): -3.50 / -3.47 eV
- Multiplicity: 2
- DFT total energy: -3742.698547 hartree

=====

C32H30KN5O8 | ωB97M-V with the def2-TZVPD basis set

The geometry in XYZ format:
```
76
Properties=species:S:1:pos:R:3:lowdin_charge:R:1
C 1.37087 -3.83225 -0.99025 -0.1123
H -1.50404 -4.17226 -3.44778 0.1254
O 2.46600 -0.94100 -2.11905 -0.2091
H 2.24661 -3.32202 -1.38495 0.0802
H -1.05002 2.18261 5.37278 0.0907
H -0.53258 1.47555 3.04684 0.0933
H -3.71015 -0.76148 3.78704 0.1238
C 3.72002 -1.01829 -2.28656 -0.4244
H -4.07282 -2.02303 -1.18696 0.0925
C -2.45392 -1.87881 1.62725 -0.6721
C -3.38846 -0.01118 3.08129 0.0564
C 6.56082 -1.25618 -2.74518 -0.1683
N 3.01463 0.60830 1.72020 0.0351
C -2.74863 -0.39937 1.90732 -0.0988
C -2.36533 0.57124 0.99088 -0.0145
H -0.66395 -5.34006 -1.20749 0.1224
H -2.29235 -0.94609 -3.20252 0.1168
C 2.32452 2.45400 5.43862 -0.1174
H 5.16092 0.15561 0.69820 0.0998
H -1.88326 0.22178 0.08627 0.0780
H -2.57418 3.90797 -4.65871 0.0947
C -0.99152 1.85564 -2.40597 -0.2208
O -2.72163 -2.98234 -2.36075 -0.2168
H 3.56998 -1.79322 -4.28340 0.0921
C -0.02061 2.15268 5.03000 -0.0925
O -4.45741 0.93832 5.39908 0.0559
O 0.31059 -3.66282 -1.91101 -0.1782
C -1.82739 2.26311 -3.45168 -0.2071
N 3.13505 0.10494 0.41678 -0.0655
H -1.19315 5.55243 -3.42400 0.0879
O 0.94044 1.42565 1.00973 -0.1820
H 6.74921 -0.47640 -0.75732 0.0883
H -1.17626 -3.80056 -0.47833 0.1013
H 0.40668 2.47435 -0.86657 0.0970
H 0.79632 2.84423 6.89919 0.0840
C 4.33044 -0.09489 0.02598 -0.1330
C 2.60582 2.02335 4.14946 -0.0508
C -1.97198 0.08251 -3.09071 -0.1313
H -3.38909 3.36741 2.61665 0.1094
H 5.98782 -2.00220 -4.68500 0.0777
C 4.69500 -0.63850 -1.28155 -0.1533
C 1.84438 1.19420 1.86305 -0.5391
H -3.14485 -3.25086 -0.32711 0.0587
H 3.13574 2.74001 6.09968 0.0842
O -3.27591 -2.69869 2.08634 -0.0373
C -0.31682 4.10478 -2.09516 -0.0908
C 4.28211 -1.50539 -3.51548 -0.0524
H -2.63475 -5.04027 -2.38925 0.1148
N -1.10646 0.48248 -2.21208 0.0928
O -1.39704 -2.09588 0.98363 -0.0700
H -3.11689 1.00315 -4.61410 0.1404
H 3.62315 1.94196 3.78946 0.0946
C -1.92578 3.59390 -3.84901 -0.0464
K 0.76651 -0.59870 -0.41359 0.7762
H 7.62817 -1.34553 -2.90924 0.0658
H 1.11166 -3.41816 -0.00699 0.0838
H 0.26523 4.85301 -1.57012 0.0976
N -2.44668 1.10222 -3.87877 0.1103
C 6.05858 -0.77267 -1.54450 -0.1068
C -2.59712 1.92071 1.21867 -0.0504
C -3.63099 -3.01541 -1.27559 -0.0943
C -0.86716 -4.27648 -1.41660 -0.2125
C -1.15172 4.50382 -3.15172 -0.1179
C -3.59423 1.33982 3.28952 -0.1591
C 5.63754 -1.61951 -3.72872 -0.1602
C -3.21637 2.32736 2.39048 -0.0203
C 1.00997 2.51514 5.88755 -0.1277
C 1.57561 1.66402 3.28109 -0.1324
H 1.55969 -4.90694 -0.84924 0.0842
H -2.25969 2.65616 0.49816 0.1035
H -4.42553 -3.74942 -1.47218 0.0851
C 0.26197 1.74324 3.73443 -0.0178
O -4.61324 2.92425 4.63921 0.0378
C -1.96232 -4.17353 -2.45707 -0.1926
C -0.22093 2.78186 -1.70160 0.0099
N -4.25875 1.76658 4.53903 -0.3663
```

- Charge: -2
- Highest occupied orbital energy: -1.40 eV
- DFT total energy: -2713.087720 hartree

=====

C40H42NOP2Pb | ωB97M-V with the def2-TZVPD basis set

The geometry in XYZ format:
```
87
Properties=species:S:1:pos:R:3:lowdin_charge:R:1
H -7.82338 -8.82461 -5.21299 0.0998
C -9.13188 0.16667 -4.56553 -0.1010
H -6.49772 -3.54949 -5.69724 0.0690
H -0.86491 1.49825 -4.61291 0.1072
C -11.49907 0.25128 -4.05350 -0.0965
H -1.18743 -0.70322 -4.20465 0.0975
H -12.53052 0.40369 -4.38165 0.0998
C -2.25147 -6.24210 -3.72014 -0.0920
C -9.91329 -0.44119 -2.34838 -0.1053
C -5.64940 2.73606 -2.61325 -0.0824
H 2.28423 0.50534 -3.50549 0.0995
C -10.44698 0.43706 -4.95676 -0.0863
H -1.23879 -6.64466 -3.77831 0.1019
H -10.64304 0.79157 -5.96960 0.1006
C 0.25162 -1.12037 -2.68748 -0.0997
C -4.27348 2.47544 -2.66708 -0.0895
H -10.11979 -8.07144 -5.81651 0.1009
H -1.18404 2.37408 -2.58425 0.0823
Pb -5.23779 -2.69711 -1.61438 1.1002
C -6.53774 -3.13351 -4.68284 -0.4205
H -4.94171 -6.11911 -1.61551 0.1112
C 0.38676 0.43967 2.43084 -0.0785
H -2.17504 -5.33467 -5.69191 0.1040
C 2.33198 0.27209 -2.43590 -0.1990
C -8.13896 -7.81166 -4.97576 -0.0904
H 0.90648 1.42934 -4.47318 0.1046
H -6.00463 3.76216 -2.49531 0.1022
H 0.54681 2.94006 -1.03224 0.0986
P -7.23502 -1.07449 -2.89804 0.8180
C -8.93630 -5.19827 -4.40814 -0.0960
C -7.25269 -6.94002 -4.34092 -0.0865
C -1.12352 0.97211 0.63332 -0.0095
P -6.47784 -4.38123 -3.38082 0.8292
H -4.46462 -4.36710 -5.53600 0.0956
C -9.81153 -6.07802 -5.04135 -0.0895
H -4.33657 -0.83256 -3.41469 0.0711
H -1.48101 1.60132 -0.18488 0.1236
H -6.74432 -1.10646 -5.32149 0.0622
H 1.71958 -1.42500 -1.17350 0.1085
C -0.34651 -0.72531 2.66235 -0.0617
C -2.76445 -5.49856 -4.78705 -0.0755
C 2.06823 1.49571 -1.56222 -0.1957
C -8.87056 -0.35341 -3.29138 -0.3946
C -6.10461 0.37520 -2.93882 -0.3873
H 2.86679 2.23439 -1.71721 0.1151
H -8.30600 0.32530 -5.25791 0.0985
H 1.26643 0.67723 3.02880 0.1065
H -2.83150 -4.12993 -1.90339 -0.0472
H -6.24606 -7.27906 -4.09994 0.0953
C -11.22065 -0.13893 -2.73605 -0.0976
H -2.53649 -2.33557 -1.86342 -0.0465
H -0.31819 -2.01649 -2.41948 0.0901
H -2.74749 0.92422 -2.80916 0.0793
C -0.15225 -0.40276 -3.95761 -0.1809
H -7.62939 1.87386 -2.57726 0.1011
C -3.09362 -3.17770 -1.44591 -0.3759
H 3.36249 -0.05732 -2.23279 0.1134
H -0.07697 -1.41644 3.46091 0.1112
H -3.55224 3.28583 -2.58367 0.0931
C -0.20017 1.90088 -2.68882 -0.1160
N -1.78159 -0.21890 0.81619 -0.2009
C -4.72579 0.14360 -3.09491 -0.1551
C -6.56150 1.67897 -2.68685 -0.0847
C -4.33946 -5.97658 -2.52214 -0.1588
H -2.01176 -1.95391 1.99371 0.1332
C -4.84248 -5.19368 -3.58649 -0.4509
H 0.46092 -0.77125 -4.80992 0.1197
C -1.42915 -1.04012 1.86072 -0.0101
C -7.64432 -5.62607 -4.05102 -0.3513
H -9.69308 -0.74593 -1.32326 0.0980
H -2.93282 -3.20257 -0.35623 -0.0221
C -6.76820 -1.81427 -4.48197 -0.4226
H 0.50759 2.21982 1.19839 0.1053
C -3.81244 1.16757 -2.85018 -0.0829
H -2.63109 -7.04755 -1.74252 0.1085
H -9.22651 -4.16569 -4.21138 0.1035
C -0.02672 1.29580 1.41092 -0.0688
C -9.42467 -7.39188 -5.32182 -0.0928
H -12.03659 -0.21800 -2.01590 0.0989
C 0.73772 2.14794 -1.76447 -0.1309
C -3.03761 -6.47927 -2.58410 -0.1063
H 2.15415 1.18889 -0.50448 0.1051
O -2.72485 -0.56706 -0.01531 -0.1303
C 1.39368 -0.84151 -2.04634 -0.1121
C -0.03632 1.15342 -3.97245 -0.1991
H -10.80099 -5.72776 -5.32418 0.1008
C -4.05989 -4.97683 -4.72581 -0.0826
```

- Highest occupied orbital energy (spin up / spin down): -4.09 / -6.53 eV
- Multiplicity: 2
- DFT total energy: -2554.672260 hartree

=====

C2H10N2S | ωB97M-V with the def2-TZVPD basis set

The geometry in XYZ format:
```
15
Properties=species:S:1:pos:R:3:lowdin_charge:R:1
H 0.04479 2.45560 -3.09638 0.1315
C -2.45346 -2.46706 4.34012 -0.4731
H -3.17087 -3.30876 4.43054 0.0214
H -2.84737 -1.72416 3.62826 0.0197
S -0.93885 -3.31296 3.64873 0.5965
H 0.87437 0.11704 -3.36708 0.0298
H 1.59785 1.60957 -0.97024 0.0580
H 2.49083 0.66600 -3.57218 0.0640
N 1.49257 0.87963 -3.47239 -0.0110
H 1.52019 3.04088 -3.39909 0.0908
H 2.56986 2.79294 -1.58822 0.0544
H -1.51861 -3.64169 2.53219 -0.1967
C 1.16147 2.17671 -2.80767 -0.4038
N 1.62291 2.47553 -1.48506 -0.0137
H -2.44570 -1.75925 5.17846 0.0322
```

- Highest occupied orbital energy: -8.95 eV
- DFT total energy: -589.834230 hartree
- SMILES: NCN.CS

=====

C6H4Cl2F3NO | ωB97M-V with the def2-TZVPD basis set

The geometry in XYZ format:
```
17
Properties=species:S:1:pos:R:3:lowdin_charge:R:1
H -1.53755 -2.17412 -0.05801 0.1782
C 1.58531 0.39236 -0.73047 -0.6094
C -1.11390 -0.23207 -0.25387 -0.4932
F -2.73537 0.72743 -1.71009 0.1534
H 1.16814 -0.48770 -2.77502 0.1497
O -1.07856 -1.40584 0.44894 0.0500
F -3.27966 0.80189 0.32991 0.1274
N -0.44497 -0.46000 -1.50686 0.1492
Cl -1.17947 2.52685 0.34465 0.7047
C 1.02423 0.94024 0.37433 -0.1278
H -0.48939 0.68895 1.64046 0.1049
C -2.58350 0.10730 -0.55074 -0.6304
C -0.44462 0.89037 0.60110 -0.5296
C 0.73109 -0.13320 -1.76713 -0.1514
Cl 3.34343 0.48147 -0.96682 0.6357
H 1.75593 1.35705 1.19991 0.1582
F -3.21578 -1.07670 -0.66649 0.1305
```

- Highest occupied orbital energy: -9.94 eV
- DFT total energy: -1580.977008 hartree
- SMILES: O[C@]1(C(F)(F)F)N=CC(Cl)=C[C@H]1Cl

=====

C2H15N2O4 | ωB97M-V with the def2-TZVPD basis set

The geometry in XYZ format:
```
23
Properties=species:S:1:pos:R:3:lowdin_charge:R:1
O 0.09298 -3.32826 -0.70435 -0.0635
H 2.41511 -2.52907 0.85754 0.0734
H -0.82030 -0.23460 -1.70167 0.1239
H 0.46613 -0.62361 -0.91428 0.1747
H 0.80202 3.58321 1.16623 0.0179
H 0.67004 -3.76002 -0.06224 0.0456
N -0.49740 1.43303 2.38859 0.0656
C -0.83298 0.45017 0.26435 -0.1307
C -0.24641 0.43937 1.47683 -0.1780
H -1.23816 2.11111 2.21833 0.1133
H -1.57663 1.41392 -3.05956 0.0593
H -1.03627 -1.51530 -0.54645 0.1411
H -3.08203 0.75234 -2.70027 0.0739
H 0.07220 1.52144 3.22416 0.1093
H -1.51315 1.23160 -0.07141 0.1136
H 0.52158 -0.29861 1.76154 0.1267
H 2.22202 3.17588 0.79189 0.0369
H 0.15983 -4.00419 -1.38938 0.0651
N -0.60574 -0.59508 -0.73726 0.1402
O 2.02766 -1.91801 0.19993 -0.0745
O 1.35860 3.36791 0.41507 -0.0598
O -2.13787 0.66065 -2.88157 -0.0416
H 2.77876 -1.33389 0.00397 0.0679
```

- Charge: +1
- Highest occupied orbital energy: -12.16 eV
- DFT total energy: -495.404472 hartree